(1)
Formula: CH22F3O14S
Source: the Open Molecules 2025 dataset
Level of theory: ωB97M-V/def2-TZVPD

```
41
Properties=species:S:1:pos:R:3:forces:R:3:lowdin_charge:R:1
C -0.6816 0.7007 0.9630 -0.411 0.033 -2.046 -0.52
F -0.2821 2.0334 0.7250 -0.430 -2.331 0.616 0.06
F 0.0041 0.1740 1.9726 -0.343 0.708 -0.232 0.14
F -2.0048 0.7269 1.2336 1.206 0.095 0.171 0.11
S -0.4091 -0.4413 -0.6516 -1.331 1.000 0.542 0.60
O -0.8838 -1.7659 -0.2763 0.056 0.997 0.136 -0.31
O -1.1770 0.2113 -1.7225 0.685 -0.368 1.299 -0.31
O 1.0233 -0.3591 -0.8361 0.296 0.077 -0.197 -0.34
O 3.9295 -1.1391 -2.2211 0.583 -0.073 0.210 -0.05
H 2.9730 -1.1216 -2.1916 -0.468 0.157 -0.274 0.00
H 4.1500 -2.0662 -2.3114 0.054 -0.230 -0.117 0.04
O -0.6392 -4.3524 -1.1681 0.213 -0.680 -0.151 -0.07
H -1.4751 -4.6291 -1.5433 -0.159 -0.080 -0.067 0.03
H -0.7154 -3.4017 -1.0872 -0.007 0.536 0.205 -0.03
O 1.8351 3.7472 -0.7214 0.168 0.274 -0.190 -0.05
H 1.3496 3.9177 0.0858 -0.144 0.045 0.140 0.01
H 2.0366 2.8121 -0.6873 0.028 -0.342 0.010 0.02
O -2.4460 3.3685 3.4331 0.046 0.283 0.126 -0.05
H -2.9172 3.0652 2.6571 -0.134 -0.098 -0.301 0.02
H -2.0276 2.5817 3.7826 0.132 -0.212 0.109 0.03
O 1.5993 0.1858 -3.5226 0.107 -0.141 -0.624 -0.05
H 1.2250 0.0903 -2.6468 -0.288 0.090 0.396 -0.04
H 2.2292 0.9016 -3.4376 0.177 0.164 -0.022 0.04
O 1.4869 3.5255 3.1715 0.066 0.188 0.197 -0.05
H 0.7629 3.5367 2.5454 -0.345 -0.033 -0.084 0.00
H 2.1295 2.9309 2.7846 0.206 -0.221 -0.097 0.03
O 3.2985 -0.3887 0.5547 0.353 -0.008 0.902 -0.07
H 4.0153 -0.9231 0.2130 0.207 0.039 -0.233 0.02
H 2.5499 -0.6082 0.0001 -0.401 0.108 -0.239 -0.05
O -3.6360 -0.6449 -2.5459 -0.970 -0.233 -0.165 -0.06
H -3.2895 -0.4584 -3.4184 0.188 0.044 -0.126 0.04
H -2.9000 -0.4826 -1.9557 0.524 -0.041 0.082 -0.03
O -1.9225 -2.8118 2.3908 -0.482 -0.081 0.363 -0.06
H -1.8685 -2.7302 1.4386 0.151 0.091 -0.335 -0.01
H -1.0387 -2.6117 2.6993 0.445 -0.037 -0.019 0.00
O 1.3984 -2.9497 2.4817 -0.167 -0.046 0.354 -0.04
H 1.5554 -3.6882 1.8932 -0.096 -0.206 -0.192 0.04
H 1.7670 -2.1948 2.0230 0.205 0.399 -0.183 0.01
O -3.6492 2.0897 -1.1707 -0.159 0.554 0.297 -0.06
H -2.9239 1.5223 -1.4318 0.322 -0.166 -0.130 -0.02
H -4.4310 1.6472 -1.5013 -0.083 -0.258 -0.130 0.02
```
Positions in Å, forces in eV/Å.

Values from the calculation:
Charge: -1
E in a.u.: -1802.57975

---

(2)
Formula: CH22O10
Source: the Open Molecules 2025 dataset
Level of theory: ωB97M-V/def2-TZVPD

```
33
Properties=species:S:1:pos:R:3:forces:R:3:lowdin_spin:R:1
O 0.5373 -1.0422 -3.9210 1.088 -0.677 -1.046 0.01
H -0.2669 -1.0855 -4.4435 -1.264 0.668 -0.164 0.00
H 0.8372 -1.9536 -3.8905 0.836 -1.041 -0.255 0.00
H 0.4898 -0.8008 -2.9931 -0.749 0.891 1.781 0.01
C 0.2465 0.5417 -0.4402 1.421 -0.866 0.036 0.12
O 0.2056 -0.6580 -1.1098 -0.456 0.573 -0.739 0.72
H 1.2879 0.8317 -0.3005 -0.136 0.639 -0.049 0.00
H -0.3651 1.2719 -0.9702 -0.218 0.356 -0.177 0.05
H -0.2515 0.4494 0.5250 -0.531 -0.116 0.447 0.05
O -0.2041 0.1675 3.2014 0.037 0.058 -0.217 0.00
H -0.9054 -0.0959 3.7973 -0.190 -0.037 0.539 0.00
H 0.6012 0.0128 3.6952 0.356 -0.028 0.127 0.00
O -0.5318 3.8575 -0.7624 0.343 -0.351 -0.016 0.01
H -1.2393 3.7538 -0.1261 -0.247 0.167 0.302 0.00
H -0.8131 3.3443 -1.5198 -0.195 0.203 -0.371 0.00
O -2.4960 -0.4234 1.7877 -0.372 0.661 -0.200 0.00
H -1.6702 -0.3428 2.2648 0.190 -0.154 -0.194 0.00
H -2.2543 -0.8333 0.9571 -0.288 -0.574 0.016 0.00
O -1.3820 -2.5926 0.2855 -0.219 0.069 -0.138 0.02
H -0.8824 -3.4083 0.2498 0.119 -0.330 0.176 0.00
H -0.7759 -1.9257 -0.0371 0.191 -0.087 -0.140 0.00
O 2.0870 -2.4607 0.3261 -0.161 0.041 0.222 0.01
H 2.5661 -2.8400 -0.4106 0.332 -0.224 -0.121 0.00
H 1.6505 -1.6922 -0.0416 -0.174 0.063 -0.165 0.00
O 0.9445 2.6596 2.3329 0.469 0.192 -0.311 0.00
H 0.1933 2.8742 2.8859 -0.182 0.000 0.225 0.00
H 0.6573 1.9039 1.8204 -0.172 -0.071 0.178 0.00
O -3.0238 -0.4171 -2.0087 0.204 -0.117 -0.377 0.00
H -2.0777 -0.3598 -1.8755 0.162 -0.120 0.284 0.00
H -3.3800 0.3267 -1.5227 -0.329 0.216 0.186 0.00
O 3.7646 0.3159 0.5951 -0.041 0.113 -0.391 0.00
H 3.3928 0.9258 1.2324 0.056 0.331 0.331 0.00
H 3.0581 -0.3048 0.4166 0.119 -0.446 0.220 0.00
```
Positions in Å, forces in eV/Å.

Values from the calculation:
Charge: +1
Spin multiplicity: 2
E in a.u.: -803.23656

---

(3)
Formula: CH23CuO11
Source: the Open Molecules 2025 dataset
Level of theory: ωB97M-V/def2-TZVPD

```
36
Properties=species:S:1:pos:R:3:forces:R:3:lowdin_spin:R:1
Cu 0.2842 0.8428 2.4672 0.887 -0.689 -1.546 0.42
C 2.4889 -0.1466 1.7344 -0.278 -0.472 -1.649 0.03
O 2.0996 1.2053 1.5184 -0.510 -1.199 0.809 0.48
H 2.1794 -0.8611 0.9040 0.200 0.986 0.795 0.00
H 3.5487 -0.2997 1.8689 0.575 0.505 0.063 0.02
H 2.0372 -0.4974 2.6434 -0.147 -0.548 0.805 0.01
O 0.7272 -3.7196 -1.8520 0.058 0.699 1.744 0.00
H 0.8001 -2.8635 -2.2642 -0.093 0.652 -0.392 0.00
H 0.6805 -4.3523 -2.5346 -0.020 -1.167 -1.198 0.00
O 0.9228 2.0001 3.8892 -0.352 -0.909 0.309 0.03
H 1.7595 2.3806 3.6489 1.348 -0.029 -0.264 0.00
H 0.3360 2.6921 3.6499 -1.330 1.640 0.315 0.00
O -1.0444 2.9314 0.7412 0.194 -1.203 -0.767 0.00
H -0.3813 3.5003 1.1023 0.549 0.947 0.231 0.00
H -0.5579 2.5149 -0.0361 -0.287 0.431 1.274 0.00
O -2.3399 1.3124 -1.0680 -1.609 -3.078 -0.625 0.00
H -1.5302 0.9092 -0.8080 0.967 -0.207 0.315 0.00
H -2.2420 2.2196 -1.0361 0.302 2.921 0.261 0.00
O 0.6808 1.4893 -0.7114 0.113 -0.816 -0.853 0.00
H 0.4824 0.6529 -1.1710 -0.237 0.299 0.162 0.00
H 1.4574 1.2402 -0.1837 -0.047 0.537 0.476 0.00
O -3.2353 -0.5731 1.9194 1.133 0.516 0.931 0.00
H -3.2723 -0.0903 1.1070 -0.490 0.657 -1.021 0.00
H -3.5359 -1.4472 1.7332 -0.544 -0.969 -0.224 0.00
O -0.3531 -0.7284 1.3652 0.730 1.351 0.280 0.01
H -1.2954 -0.6568 1.4268 -1.615 -0.201 0.146 0.00
H -0.1489 -1.6864 1.2250 0.374 -0.557 0.229 0.00
O -0.2796 1.0530 -4.8659 0.143 -0.162 1.712 0.00
H -0.3102 0.9981 -5.7967 0.004 -0.229 -1.697 0.00
H -0.6312 1.9185 -4.6675 -0.146 0.355 0.128 0.00
O 0.1651 -3.2859 1.0084 0.425 0.458 -0.688 0.00
H 0.7482 -3.2941 0.2134 -0.435 -0.327 0.401 0.00
H -0.6352 -3.7101 0.6783 0.006 -0.180 0.018 0.00
O 0.2155 -0.8479 -2.4136 1.275 -0.700 1.399 0.00
H 0.8080 -0.1413 -2.6631 0.129 0.198 -0.935 0.00
H -0.6287 -0.6589 -2.7728 -1.271 0.491 -0.944 0.00
```
Positions in Å, forces in eV/Å.

Values from the calculation:
Charge: +1
Spin multiplicity: 2
E in a.u.: -2519.71809

---

(4)
Formula: CH23O11
Source: the Open Molecules 2025 dataset
Level of theory: ωB97M-V/def2-TZVPD

```
35
Properties=species:S:1:pos:R:3:forces:R:3:lowdin_charge:R:1
C 0.1115 -0.1860 0.3722 -1.992 -0.223 -0.689 -0.28
O 0.7545 0.1500 -0.7688 0.394 0.629 -2.279 -0.44
H -0.9385 0.2250 0.3422 0.139 -1.389 0.004 0.07
H 0.4585 0.3690 1.2122 0.989 -0.043 1.393 0.09
H 0.1835 -1.2930 0.4172 -0.680 0.428 1.231 0.10
O 2.5375 -1.4710 -1.9248 -1.331 -0.202 -0.466 -0.10
H 1.7445 -0.9840 -1.5728 0.777 0.674 1.208 -0.01
H 2.0705 -1.6100 -2.7538 0.773 -0.440 -0.907 0.02
O -0.3835 3.2880 2.9972 0.394 -0.393 -1.256 -0.08
H -0.7605 2.5190 2.5012 0.364 0.962 0.769 0.00
H -0.8405 3.2810 3.8222 -0.464 -0.110 0.823 0.00
O -1.0015 -1.9440 -2.0618 0.410 -4.254 -3.014 -0.06
H -0.5425 -1.3510 -1.5228 1.765 1.976 1.234 -0.04
H -0.2985 -2.5810 -2.4998 -1.936 2.375 1.375 0.13
O 0.4105 0.7640 -3.3378 2.168 2.712 2.651 -0.26
H 0.4505 0.6540 -2.2058 -0.164 0.042 -3.126 0.06
H 1.0475 1.6000 -3.4928 -2.144 -2.936 0.636 0.08
O -1.5315 -3.3500 0.1762 -1.225 -1.058 0.122 -0.11
H -1.3455 -3.0900 -0.7588 -0.534 0.141 0.602 -0.01
H -2.4055 -3.8290 0.2002 1.496 0.879 -0.301 0.06
O -2.0355 1.2750 2.2412 5.757 -1.035 -2.482 0.02
H -2.1545 1.5320 1.3262 0.674 0.231 -0.942 0.05
H -2.8425 1.3930 2.5252 -6.739 0.835 3.172 -0.01
O -0.9625 2.6000 -0.2938 -0.358 0.101 0.778 -0.04
H -1.3495 2.4880 -1.1568 -0.049 -0.115 -0.581 0.04
H -0.3765 1.8380 -0.1928 0.411 0.206 -0.444 0.00
O 2.6065 1.9780 -0.7508 0.446 3.587 -0.352 -0.06
H 1.9205 1.3590 -0.9428 -0.230 -2.012 0.455 -0.05
H 3.4715 1.7370 -0.4668 0.139 -1.321 0.140 0.01
O -2.2685 -1.4680 2.5932 -3.054 -5.506 2.863 0.01
H -1.8715 -2.1470 2.0752 0.608 -0.546 -0.921 0.00
H -1.9755 -0.6850 2.3542 2.438 5.852 -2.004 -0.11
O 2.8995 -0.8460 0.7602 9.696 -3.885 0.673 -0.01
H 2.0855 -0.6290 0.6662 -8.087 2.108 -1.399 -0.15
H 3.1325 -1.5870 0.1222 -0.853 1.731 1.037 0.07
```
Positions in Å, forces in eV/Å.

Values from the calculation:
Charge: -1
E in a.u.: -879.49565

---

(5)
Formula: CH23O11Pd
Source: the Open Molecules 2025 dataset
Level of theory: ωB97M-V/def2-TZVPD

```
36
Properties=species:S:1:pos:R:3:forces:R:3:lowdin_spin:R:1
Pd 0.8795 3.2367 -0.0820 -0.154 -0.573 -0.235 1.02
C 0.0545 0.1246 -0.3490 -0.644 0.287 -1.548 0.11
O 0.5129 1.1485 0.4372 -0.256 0.282 -0.005 0.74
H -0.7765 -0.4586 0.0474 0.514 -0.317 0.829 0.01
H -0.3467 0.4534 -1.3219 0.245 0.660 0.095 0.02
H 0.9226 -0.4524 -0.7183 0.203 -0.280 0.477 0.06
O 2.7329 -0.4951 2.3043 -0.493 0.075 0.014 0.00
H 2.5527 -1.0753 3.0560 0.159 0.027 -0.094 0.00
H 1.8625 -0.1950 2.0128 0.025 0.024 0.247 0.00
O 3.1870 0.9693 -2.5675 -0.492 -0.076 0.469 0.00
H 3.0734 0.3885 -1.7929 0.570 0.012 -0.269 0.00
H 3.2502 0.3613 -3.3126 -0.069 0.097 -0.016 0.00
O 3.7138 -0.9165 -0.3046 -0.834 0.080 0.163 0.00
H 3.5766 -1.8281 -0.6024 -0.031 0.082 0.001 0.00
H 3.2086 -0.8523 0.5336 0.808 -0.237 -0.313 0.00
O -4.0478 0.4793 0.4848 0.545 -0.154 -0.136 0.00
H -3.7728 -0.4191 0.2028 -0.482 0.420 0.250 0.00
H -3.5829 0.6233 1.3198 -0.135 -0.072 0.094 0.00
O -1.9230 0.7578 2.6802 0.364 0.161 -0.198 0.00
H -1.2079 1.0988 2.1232 -0.178 -0.031 0.152 0.00
H -1.8543 1.2548 3.5046 -0.155 -0.151 -0.006 0.00
O -3.2126 -2.1717 0.2630 0.423 -0.243 0.042 0.00
H -2.4489 -2.1124 0.8481 -0.132 -0.097 0.101 0.00
H -3.6130 -3.0239 0.4787 -0.124 0.157 -0.112 0.00
O -3.2427 2.4094 -1.4453 0.332 0.077 0.526 0.00
H -2.5528 1.8754 -1.8490 -0.191 -0.058 -0.128 0.00
H -3.5170 1.9058 -0.6489 -0.100 -0.072 -0.505 0.00
O 0.3491 3.7057 2.0067 0.412 -0.413 0.558 0.03
H -0.3749 3.9315 2.6076 -0.119 0.173 -0.425 0.00
H 0.9560 3.1632 2.5337 -0.065 0.267 0.047 0.00
O 2.0545 -3.5622 -0.8041 0.093 0.144 0.238 0.00
H 1.1969 -3.2680 -0.4812 -0.009 -0.146 -0.042 0.00
H 2.3655 -4.1866 -0.1356 -0.026 -0.011 -0.158 0.00
O 0.2563 -0.7215 -3.8678 0.074 -0.139 0.056 0.00
H -0.0666 -1.5901 -4.1399 0.041 0.119 -0.047 0.00
H -0.1652 -0.5590 -3.0216 -0.117 -0.077 -0.123 0.00
```
Positions in Å, forces in eV/Å.

Values from the calculation:
Charge: +1
Spin multiplicity: 3
E in a.u.: -1007.01099

---

(6)
Formula: CH23O9
Source: the Open Molecules 2025 dataset
Level of theory: ωB97M-V/def2-TZVPD

```
33
Properties=species:S:1:pos:R:3:forces:R:3:lowdin_charge:R:1
O -0.3522 -3.6308 0.0949 0.303 -0.540 -0.220 0.37
H -0.4515 -4.5215 -0.2985 0.154 -0.539 -0.096 0.22
H -0.8004 -3.5886 0.9538 -0.283 0.047 0.143 0.19
H -0.6291 -2.9593 -0.5495 -0.009 0.412 -0.054 0.18
O -0.9594 2.5372 -2.3440 -0.139 0.226 0.530 0.35
H -1.5456 1.8170 -2.6174 -0.123 -0.092 -0.699 0.18
H -1.3686 2.9771 -1.5764 0.177 0.371 0.305 0.18
H -0.8340 3.2078 -3.0474 0.457 0.069 -0.551 0.22
O 0.1422 -1.7455 3.4934 -0.380 -1.072 0.877 0.31
H -0.7332 -2.0336 3.7977 -0.156 0.254 0.604 0.18
H 0.6708 -2.5465 3.3502 0.684 0.119 0.146 0.18
H 0.0624 -1.1288 2.7072 0.261 1.809 -1.746 0.08
O -2.6526 0.3403 0.6944 -0.528 0.241 -0.030 0.30
H -2.6344 -0.1143 -0.1583 -0.530 -0.292 -0.121 0.16
H -3.1062 -0.1808 1.3804 -0.644 0.014 -0.013 0.19
H -1.6937 0.3901 0.9956 2.762 -0.067 0.835 0.10
C 0.8316 -0.2461 0.3514 0.339 0.737 -0.164 -0.23
O -0.0357 0.0270 1.4418 -1.380 -1.386 0.006 -0.40
H 0.7536 -1.2185 -0.1548 -0.479 -0.359 0.038 0.04
H 0.7277 0.5186 -0.4251 -0.118 -0.001 -0.218 0.06
H 1.8972 -0.1913 0.5877 -0.007 0.044 0.478 0.11
O 1.2873 -1.2046 -3.7950 -0.296 0.238 0.512 -0.02
H 1.3734 -2.0817 -3.4103 0.301 -0.156 -0.220 0.05
H 0.3506 -1.0014 -3.7253 -0.162 -0.211 -0.417 0.02
O 1.7240 1.6971 -3.3722 -0.818 0.446 0.144 -0.04
H 1.3028 0.8581 -3.1721 0.563 -0.386 -0.111 -0.03
H 1.9764 1.6214 -4.2985 0.263 -0.011 -0.076 0.06
O 0.3428 3.1637 0.8416 -0.216 -0.628 -0.571 -0.02
H 0.1390 2.2130 0.8430 0.134 0.311 0.389 -0.01
H -0.4559 3.6156 0.5551 -0.036 0.316 0.424 0.03
O 1.6354 0.8919 3.9169 -0.203 -0.361 -0.066 -0.04
H 1.7265 1.8494 3.8983 0.121 0.120 0.148 0.06
H 1.3086 0.6680 3.0416 -0.012 0.327 -0.207 -0.03
```
Positions in Å, forces in eV/Å.

Values from the calculation:
Charge: +3
E in a.u.: -727.69232

---

In the order shown, the computed max |F| values come out to 2.45; 2.13; 3.53; 10.47; 1.70; 2.89 eV/Å.